(1)
46
Properties=species:S:1:pos:R:3:forces:R:3 method="wB97M-V/def2-TZVPD" energy_ev=-64070.4814 e_above_lowest_kcal_mol=59.06 e_homo_ha=-0.084 mol_weight_g_mol=555.24 lumo_ev=2.01 total_charge=-1
Sc 0.9809 -1.3072 0.2588 -0.579 0.823 0.023
O 4.0264 0.8920 -1.0005 0.012 0.203 -0.033
C 2.8513 0.6989 -0.7749 -0.126 -0.517 -0.036
O 2.2509 -0.4689 -0.9956 0.149 0.060 0.198
C 0.6108 1.3494 -0.0547 -0.106 -0.482 0.316
C -0.3406 1.9757 -0.7848 0.008 -0.013 0.001
C -1.7231 1.7064 -0.6228 0.120 0.128 -0.098
C -2.0587 0.6014 0.1522 -0.090 -0.317 0.262
C -3.3440 0.0029 0.2174 -0.012 0.121 -0.099
C -3.6030 -1.1394 0.9494 -0.108 -0.114 0.009
C -2.6124 -1.7783 1.6804 0.205 0.137 -0.036
C -1.3342 -1.1957 1.6685 -0.058 -0.337 0.194
C -1.0399 -0.0436 0.9504 0.516 0.157 -0.252
N 0.3111 0.4350 1.0208 -0.129 0.300 -0.049
H -0.0109 2.7077 -1.5140 0.036 -0.002 0.008
H -2.4589 2.1992 -1.2430 -0.027 -0.021 0.012
H -4.1480 0.4621 -0.3483 0.015 0.014 0.000
H -4.6101 -1.5439 0.9389 0.007 -0.015 0.012
H -2.8034 -2.6722 2.2564 -0.029 -0.009 0.002
H -0.5715 -1.6120 2.3312 0.028 0.077 -0.017
N 1.9949 1.6448 -0.2130 0.145 0.365 -0.102
C 2.4406 2.9315 0.1841 -0.016 -0.108 0.012
C 3.4368 3.6239 -0.4977 0.035 0.070 0.036
C 3.7980 4.8976 -0.0776 0.019 -0.022 -0.027
C 3.1806 5.4935 1.0093 -0.011 0.045 0.044
C 2.1854 4.7987 1.6869 0.004 0.017 0.008
C 1.8181 3.5288 1.2829 0.013 -0.018 -0.072
H 3.9325 3.1634 -1.3369 -0.018 -0.023 -0.001
H 4.5740 5.4274 -0.6171 0.001 0.007 0.000
H 3.4684 6.4878 1.3272 0.001 0.002 0.001
H 1.6924 5.2469 2.5409 0.002 0.007 0.002
H 1.0422 2.9811 1.8024 0.001 0.007 0.011
I -4.4537 -2.9015 -2.5463 -0.098 0.035 -0.034
C -2.6075 -3.3146 -1.6905 0.254 -0.022 0.085
C -1.5242 -2.5014 -1.9575 -0.130 0.030 0.026
C -0.2974 -2.7795 -1.3584 0.160 -0.065 -0.334
C -0.1389 -3.8551 -0.4849 -0.161 -0.258 0.071
C -1.2425 -4.6814 -0.2632 0.090 0.096 -0.016
C -2.4596 -4.4203 -0.8582 -0.126 -0.044 -0.010
C 1.1246 -4.1632 0.3173 0.038 -0.211 -0.254
O 1.5349 -5.3052 0.3521 -0.061 0.016 0.101
O 1.6218 -3.1419 0.9398 0.002 0.111 -0.021
H -1.6146 -1.6454 -2.6124 -0.006 -0.014 -0.009
H 0.5453 -2.1867 -1.7381 0.039 -0.197 0.051
H -1.1165 -5.5353 0.3886 -0.024 -0.011 0.001
H -3.3081 -5.0634 -0.6653 0.013 -0.010 0.013



(2)
43
Properties=species:S:1:pos:R:3:forces:R:3 method="wB97M-V/def2-TZVPD" energy_ev=-58420.3403 s2=8.76 e_above_lowest_kcal_mol=9.64 e_homo_ha="-0.164 / -0.164" mol_weight_g_mol=519.81 multiplicity=6 lumo_ev="2.47 / 2.62" total_charge=-1
Sm 0.5370 0.6123 0.4526 0.221 0.043 -0.498
O 1.6188 1.1533 2.4742 0.250 0.085 0.418
C 0.4738 1.5603 2.8060 -0.213 -0.070 -0.532
O -0.5278 0.8154 2.5520 -0.238 0.099 0.347
C 0.2331 3.0084 3.0795 0.020 -0.212 0.228
C -0.1701 3.4532 4.3289 0.045 0.165 -0.034
C -0.4521 4.7959 4.5275 -0.002 0.041 -0.008
C -0.3446 5.6717 3.4534 0.005 -0.009 -0.001
C 0.0341 5.2162 2.2014 -0.007 0.056 0.012
C 0.3327 3.8700 1.9765 0.020 -0.030 -0.241
S 0.7446 3.3548 0.3191 -0.123 0.019 0.279
H -0.2632 2.7422 5.1409 -0.003 0.000 0.008
H -0.7627 5.1573 5.4993 0.002 -0.020 0.013
H -0.5719 6.7230 3.5814 -0.010 0.001 0.034
H 0.0840 5.9055 1.3681 0.006 -0.024 -0.019
C 2.4815 -0.5693 -0.4341 -0.137 0.056 -0.050
C 3.6986 -0.4832 -0.3538 -0.043 -0.068 -0.041
C 5.1254 -0.4129 -0.2587 0.073 -0.068 -0.025
C 5.9355 -1.2306 -1.0540 -0.066 0.019 0.021
C 7.3147 -1.1698 -0.9517 0.006 0.013 0.006
C 7.9103 -0.2916 -0.0557 0.037 -0.024 -0.021
C 7.1143 0.5237 0.7364 0.004 0.035 0.039
C 5.7338 0.4664 0.6402 -0.015 0.009 -0.010
H 5.4612 -1.9128 -1.7475 0.014 0.001 -0.005
H 7.9269 -1.8109 -1.5740 0.011 0.003 0.002
H 8.9891 -0.2444 0.0240 0.002 0.006 0.003
H 7.5702 1.2114 1.4376 0.013 0.001 0.000
H 5.1072 1.0978 1.2566 0.002 0.003 0.000
C -1.7697 -0.1812 -0.3175 -0.025 -0.179 0.122
C -2.2932 1.1465 -0.5323 0.264 0.015 0.045
C -2.1821 1.7903 -1.7870 -0.026 0.039 -0.018
C -2.4884 3.1237 -1.9503 0.017 -0.065 0.051
C -2.9248 3.8820 -0.8637 -0.068 0.106 0.083
C -3.0714 3.2682 0.3847 0.060 -0.159 -0.053
C -2.7704 1.9345 0.5431 -0.036 0.045 -0.043
C -3.2219 5.2727 -1.0173 0.024 0.058 -0.052
N -3.4630 6.3923 -1.1458 -0.018 -0.017 0.006
H -1.7106 -0.8103 -1.2067 -0.028 0.012 -0.001
H -2.1874 -0.7043 0.5439 -0.034 -0.009 -0.060
H -1.8313 1.2202 -2.6407 0.003 -0.024 0.011
H -2.3763 3.5937 -2.9189 -0.005 0.013 -0.001
H -3.4005 3.8501 1.2360 -0.007 0.038 -0.015
H -2.8507 1.4821 1.5233 0.005 -0.004 0.001



(3)
50
Properties=species:S:1:pos:R:3:forces:R:3 method="wB97M-V/def2-TZVPD" energy_ev=-245998.3089 s2=6.05 e_homo_ha="-0.300 / -0.301" mol_weight_g_mol=834.24 multiplicity=5 lumo_ev="-1.01 / -3.01" total_charge=0
Pt -0.9963 0.9758 0.6946 -2.135 -0.641 -0.842
C -0.9955 -0.1232 -2.6023 0.178 0.015 0.039
C -2.3600 -0.1150 -2.0182 0.028 0.063 0.233
C -3.4707 -0.4796 -2.7967 -0.346 0.005 0.103
C -4.7370 -0.4560 -2.2698 0.446 0.026 -0.034
C -4.9156 -0.0437 -0.9374 0.003 0.030 0.222
C -6.1620 0.0263 -0.2700 -0.059 0.072 0.244
Br -7.7433 -0.4794 -1.1809 -0.023 0.017 0.020
C -6.2515 0.4450 1.0387 -0.082 -0.240 -0.624
C -5.1064 0.8225 1.7290 1.237 0.148 -0.052
Br -5.2116 1.4060 3.5198 -0.089 -0.051 -0.143
C -3.8262 0.7892 1.1357 -1.913 -0.482 -0.680
O -2.7659 1.1448 1.7451 2.002 0.674 0.542
C -3.7505 0.3213 -0.2189 -0.842 0.081 0.740
N -2.5032 0.2572 -0.7492 0.818 0.016 -0.045
H -1.0186 -0.3483 -3.6653 0.002 -0.011 0.003
H -0.3802 -0.8621 -2.0876 0.043 -0.032 -0.083
H -0.5363 0.8532 -2.4448 0.020 -0.025 -0.110
H -3.3105 -0.7805 -3.8216 0.042 0.005 -0.010
H -5.5898 -0.7435 -2.8665 -0.038 -0.007 -0.013
H -7.2101 0.4802 1.5346 -0.027 0.015 0.006
N 0.5998 0.4834 -0.1048 -0.953 0.963 -0.159
C 1.9312 0.4994 0.3069 1.968 -1.246 0.412
C 2.9278 0.1626 -0.8101 -0.307 -0.008 -0.255
C 2.5345 0.1859 -2.1388 0.029 -0.077 0.296
C 3.4687 0.0492 -3.1496 0.074 -0.007 -0.172
C 4.8084 -0.1021 -2.8389 -0.026 0.000 -0.118
C 5.2073 -0.1138 -1.5114 0.016 0.002 0.142
C 4.2747 0.0172 -0.4979 -0.054 -0.005 -0.058
C 1.9767 -0.5419 1.4572 0.104 0.074 -0.157
C 1.4937 -0.2226 2.7187 0.053 0.160 0.159
C 1.5753 -1.1393 3.7527 -0.084 -0.076 -0.077
C 2.0880 -2.4051 3.5222 0.012 0.047 0.025
C 2.5290 -2.7417 2.2531 -0.038 -0.122 -0.027
C 2.4660 -1.8228 1.2186 -0.011 0.066 0.089
H 1.4966 0.3253 -2.3747 -0.152 0.072 -0.123
H 3.1448 0.0903 -4.1798 0.020 -0.046 -0.077
H 5.5426 -0.1987 -3.6262 0.025 0.008 -0.034
H 6.2546 -0.2020 -1.2621 0.064 -0.052 0.020
H 4.5906 0.0209 0.5329 0.041 0.045 0.156
H 1.0624 0.7522 2.9164 0.193 -0.328 0.115
H 1.2297 -0.8639 4.7356 -0.071 0.049 0.125
H 2.1371 -3.1247 4.3278 0.040 -0.022 0.013
H 2.9289 -3.7270 2.0671 0.028 -0.095 -0.044
H 2.8219 -2.0958 0.2369 0.019 -0.031 -0.044
O 2.3886 1.7738 0.6405 -0.319 1.038 0.170
Se 1.9988 3.0032 1.9626 0.128 -0.845 -0.242
O 2.9085 2.5096 3.1686 0.325 -0.619 1.196
O -0.1409 2.0377 1.9298 -0.599 -0.038 0.188
O 2.5960 4.3006 1.2784 0.207 1.416 -1.037



(4)
46
Properties=species:S:1:pos:R:3:forces:R:3 method="wB97M-V/def2-TZVPD" energy_ev=-35096.8840 smiles="O=C1NC2=Nc3ccccc3N(Cc3nc4ccccc4[nH]3)C2=Nc2ccccc21" e_above_lowest_kcal_mol=61.53 e_homo_ha=-0.297 mol_weight_g_mol=392.42 lumo_ev=-0.47 total_charge=0
O 4.5807 -0.3126 -0.3995 2.701 -1.125 -2.771
C 3.7499 0.2251 0.2474 1.360 0.958 -0.636
N 3.5738 -0.3035 1.4570 -3.371 -1.193 2.983
C 2.2596 -0.8528 1.6972 0.735 -1.021 2.644
N 2.3060 -1.8563 2.4944 -1.738 -1.200 0.006
C 1.0764 -2.5806 2.7825 4.038 -1.327 1.087
C 1.2649 -3.8612 3.4189 0.167 1.198 -0.212
C 0.1922 -4.6969 3.6105 -1.034 0.093 -0.035
C -1.0795 -4.3513 3.0379 -0.377 1.738 -0.245
C -1.2426 -3.0643 2.4095 1.287 -2.603 1.295
C -0.1391 -2.1861 2.3717 -2.362 0.915 -2.395
N -0.2356 -0.9916 1.5800 0.524 -0.612 0.872
C -1.5987 -0.3364 1.3762 2.935 0.593 0.956
C -2.0321 -0.0387 -0.0171 -2.217 0.199 -0.710
N -3.2832 0.3016 -0.2064 -0.327 -0.032 0.461
C -3.3215 0.8159 -1.4857 -4.614 1.499 -0.071
C -4.4363 1.4692 -2.0987 2.988 -0.303 -2.912
C -4.3111 1.9805 -3.4370 1.357 -0.996 3.441
C -3.0739 1.8386 -4.0872 1.024 -1.049 1.528
C -1.9551 1.2370 -3.4638 0.667 -0.535 -0.644
C -2.1387 0.7704 -2.1050 0.844 0.652 -2.892
N -1.3650 0.2258 -1.1602 3.693 -1.167 0.176
C 0.9459 -0.2854 1.3255 -0.222 2.300 -2.353
N 0.8039 0.8287 0.6556 0.465 -0.350 0.709
C 1.7732 1.6873 0.0539 -0.841 -0.079 -1.470
C 1.1777 2.6922 -0.7376 0.803 -0.629 1.200
C 1.9124 3.4934 -1.6002 -2.530 0.115 -0.381
C 3.2047 3.2094 -1.8766 2.130 -0.109 -0.632
C 3.8625 2.1911 -1.1134 -0.626 2.117 -2.141
C 3.1429 1.4527 -0.2137 -1.480 -0.152 0.860
H 4.3026 -1.0113 1.6900 -1.032 0.626 -0.361
H 2.2780 -4.1750 3.7576 -0.899 0.576 -0.314
H 0.3755 -5.5652 4.2554 -0.479 0.060 -0.671
H -2.0150 -4.9714 3.0677 1.383 0.335 0.134
H -2.1339 -2.8884 1.8396 -0.307 0.260 0.088
H -1.3912 0.6772 1.7680 -0.419 -0.279 0.144
H -2.3059 -0.8462 2.0568 0.174 0.366 -1.015
H -5.2750 1.4457 -1.5298 -2.729 0.494 1.303
H -4.9733 2.6893 -3.8480 -1.267 0.153 -0.446
H -3.0463 2.2077 -5.0811 0.532 0.224 -0.772
H -0.9679 1.0481 -4.0691 -2.011 0.537 1.448
H -0.4098 0.0514 -1.3402 1.053 -0.184 0.354
H 0.1130 2.7039 -0.7352 -0.673 0.451 0.203
H 1.2883 4.2066 -2.1691 0.816 -0.277 0.116
H 3.6524 3.7075 -2.7994 -0.110 -0.673 1.737
H 4.8945 2.0186 -1.3791 -0.014 -0.562 0.334